# 1
A cluster of 2 separate species, C3H3BrO2 in total at a distorted geometry, computed with wB97M-V/def2-TZVPD.

Values from the calculation:
Maximum force   4.8 eV/Å
Electronic energy   -77292.108 eV
Lowest unoccupied orbital energy   0.000 eV
Energy above the lowest of the compared OMol25 structures with the same formula, charge and spin   401.0 kJ/mol
Frontier orbital gap   9.7 eV

Geometry as XYZ:
```
9
C3H3BrO2 (wB97M-V/def2-TZVPD)
C 1.75 1.65 -0.08
C 0.89 0.82 -0.13
C -0.61 -0.77 0.05
O -0.31 -1.42 1.20
O -0.60 -1.41 -1.11
Br -2.17 0.26 0.24
H 2.38 2.47 -0.34
H -0.61 -0.86 1.96
H -0.74 -0.73 -1.78
```



# 2
A cluster of 2 separate species, C3H3BrS in total at a distorted geometry, computed with wB97M-V/def2-TZVPD.

Values from the calculation:
Maximum force   2.1 eV/Å
Electronic energy   -84030.451 eV
Lowest unoccupied orbital energy (alpha / beta)   -2.978 / -2.977 eV
Energy above the lowest of the compared OMol25 structures with the same formula, charge and spin   490.1 kJ/mol
Frontier orbital gap (alpha / beta)   5.5 / 5.5 eV

Geometry as XYZ:
```
8
C3H3BrS (wB97M-V/def2-TZVPD)
C -0.02 0.17 0.07
C -0.98 1.02 0.13
C -1.33 -0.50 -0.09
S 2.82 -1.13 0.05
Br 4.36 0.31 -0.06
H -1.41 1.99 0.22
H -1.77 -1.04 0.74
H -1.66 -0.82 -1.07
```



# 3
A structure of composition C3H3CaFO4 at a distorted geometry, computed with wB97M-V/def2-TZVPD.

Values from the calculation:
Maximum force   3.4 eV/Å
Electronic energy   -32462.065 eV
Lowest unoccupied orbital energy (alpha / beta)   -12.785 / -14.827 eV
Energy above the lowest of the compared OMol25 structures with the same formula, charge and spin   93.1 kJ/mol
Frontier orbital gap (alpha / beta)   10.5 / 8.7 eV
Net charge   +3
Multiplicity   2

Geometry as XYZ:
```
12
C3H3CaFO4 (wB97M-V/def2-TZVPD)
C 2.81 -0.49 1.49
C 1.89 0.63 1.20
O 0.57 0.21 1.32
O 4.06 -0.40 1.51
H 2.48 -1.53 1.65
H 2.10 1.03 0.19
H 2.07 1.46 1.91
F 4.49 0.88 1.22
C -0.75 0.10 0.20
O -1.91 -0.11 0.35
Ca -4.60 -1.24 1.11
O -2.57 -0.62 1.48
```



# 4
A structure of composition C3H3CeFO2 at a distorted geometry, computed with wB97M-V/def2-TZVPD.

Values from the calculation:
Maximum force   2.7 eV/Å
Electronic energy   -22878.404 eV
Lowest unoccupied orbital energy (alpha / beta)   -9.727 / -9.750 eV
Energy above the lowest of the compared OMol25 structures with the same formula, charge and spin   0.0 kJ/mol
Frontier orbital gap (alpha / beta)   7.0 / 8.4 eV
Net charge   +2
Multiplicity   3

Geometry as XYZ:
```
10
C3H3CeFO2 (wB97M-V/def2-TZVPD)
H -0.86 1.48 -1.03
F 1.73 -1.37 0.36
O 1.11 0.43 -0.94
O -0.20 0.62 0.92
C 0.82 -0.92 -0.53
C -0.54 -0.47 0.03
C -0.14 0.84 -0.50
H 0.77 -1.59 -1.39
H -1.47 -1.01 0.19
Ce -1.22 2.00 2.90
```



# 5
A structure of composition C3H3CeO4 at a distorted geometry, computed with wB97M-V/def2-TZVPD.

Values from the calculation:
Maximum force   3.5 eV/Å
Electronic energy   -24268.389 eV
Lowest unoccupied orbital energy (alpha / beta)   -5.292 / -5.423 eV
Energy above the lowest of the compared OMol25 structures with the same formula, charge and spin   231.6 kJ/mol
Frontier orbital gap (alpha / beta)   6.3 / 7.1 eV
Net charge   +1
Multiplicity   3

Geometry as XYZ:
```
11
C3H3CeO4 (wB97M-V/def2-TZVPD)
O 3.26 0.07 0.07
C 2.39 -0.82 -0.01
O 2.35 -2.02 0.05
C -2.36 0.19 -0.01
O -0.95 0.45 0.02
C -0.14 -0.56 -0.05
O 1.07 -0.02 -0.13
Ce 2.49 2.29 0.08
H -2.78 0.61 0.91
H -2.78 0.70 -0.88
H -2.53 -0.89 -0.06
```



# 6
An isolated molecule of C3H3Cl2F at a distorted geometry, computed with wB97M-V/def2-TZVPD.

Values from the calculation:
Maximum force   1.1 eV/Å
Electronic energy   -30921.315 eV
Lowest unoccupied orbital energy   0.855 eV
Energy above the lowest of the compared OMol25 structures with the same formula, charge and spin   0.0 kJ/mol
Frontier orbital gap   10.5 eV
SMILES   F/C(=C\Cl)CCl

Geometry as XYZ:
```
9
C3H3Cl2F (wB97M-V/def2-TZVPD)
C -0.39 -0.90 0.66
C 0.54 0.07 0.00
C 0.18 1.06 -0.81
H -0.04 -1.91 0.50
H -0.43 -0.72 1.76
H -0.85 1.21 -1.06
F 1.80 -0.12 0.40
Cl -2.05 -0.91 0.06
Cl 1.24 2.21 -1.53
```



# 7
A cluster of 2 separate species, C3H3Cl2NO2 in total at a distorted geometry, computed with wB97M-V/def2-TZVPD.

Values from the calculation:
Maximum force   4.8 eV/Å
Electronic energy   -33782.962 eV
Lowest unoccupied orbital energy (alpha / beta)   -0.920 / -0.789 eV
Energy above the lowest of the compared OMol25 structures with the same formula, charge and spin   567.6 kJ/mol
Frontier orbital gap (alpha / beta)   8.6 / 8.3 eV

Geometry as XYZ:
```
11
C3H3Cl2NO2 (wB97M-V/def2-TZVPD)
C -1.44 0.00 0.00
C -2.63 0.42 -0.04
C -0.01 0.32 0.15
N -1.58 -2.50 0.06
O -0.84 -2.89 -0.73
O -2.32 -2.89 0.84
Cl -4.03 -0.51 -0.33
Cl -3.07 2.12 0.17
H 0.33 1.32 -0.35
H 0.71 -0.26 -0.43
H 0.33 0.24 1.22
```



# 8
An isolated molecule of C3H3Cl2NS at a distorted geometry, computed with wB97M-V/def2-TZVPD.

Values from the calculation:
Maximum force   3.8 eV/Å
Electronic energy   -40528.091 eV
Lowest unoccupied orbital energy   -1.150 eV
Energy above the lowest of the compared OMol25 structures with the same formula, charge and spin   89.2 kJ/mol
Frontier orbital gap   8.1 eV
SMILES   [H]/N=C(\Cl)[C@@H](Cl)C=S

Geometry as XYZ:
```
10
C3H3Cl2NS (wB97M-V/def2-TZVPD)
C -0.58 -0.61 0.91
C -0.29 0.71 1.44
C -0.07 -0.94 -0.46
N 1.10 -0.95 -0.80
S -1.65 1.62 1.67
Cl -1.43 -1.31 -1.53
Cl 0.17 -1.76 2.10
H -1.76 -0.81 0.85
H 0.60 1.00 2.00
H 1.33 -1.11 -1.73
```



# 9
A cluster of 2 separate species, C3H3Cl3 in total at a distorted geometry, computed with wB97M-V/def2-TZVPD.

Values from the calculation:
Maximum force   5.0 eV/Å
Electronic energy   -40720.129 eV
Lowest unoccupied orbital energy   -1.531 eV
Energy above the lowest of the compared OMol25 structures with the same formula, charge and spin   596.3 kJ/mol
Frontier orbital gap   6.9 eV

Geometry as XYZ:
```
9
C3H3Cl3 (wB97M-V/def2-TZVPD)
C -0.34 -0.56 -0.67
C 1.82 -0.16 0.33
C -1.31 0.30 -0.20
Cl 3.18 -1.07 0.61
Cl 2.16 1.47 0.01
Cl -2.11 0.05 1.48
H -0.33 -1.53 -0.34
H -1.95 0.02 -0.97
H -1.11 1.48 -0.24
```



# 10
An isolated molecule of C3H3Cl3 at a distorted geometry, computed with wB97M-V/def2-TZVPD.

Values from the calculation:
Maximum force   4.4 eV/Å
Electronic energy   -40725.767 eV
Lowest unoccupied orbital energy   0.511 eV
Energy above the lowest of the compared OMol25 structures with the same formula, charge and spin   52.2 kJ/mol
Frontier orbital gap   10.1 eV
SMILES   ClCC=C(Cl)Cl

Geometry as XYZ:
```
9
C3H3Cl3 (wB97M-V/def2-TZVPD)
C 0.92 0.61 -0.43
C 2.07 -0.09 -0.25
C -0.41 -0.05 -0.08
Cl 3.52 0.68 -0.79
Cl 2.18 -1.64 0.44
Cl -0.62 -1.54 -1.06
H 0.80 1.50 -0.93
H -1.11 0.61 -0.41
H -0.31 -0.39 0.88
```



# 11
An isolated molecule of C3H3Cl3O at a distorted geometry, computed with wB97M-V/def2-TZVPD.

Values from the calculation:
Maximum force   4.1 eV/Å
Electronic energy   -42770.112 eV
Lowest unoccupied orbital energy (alpha / beta)   -0.009 / -1.149 eV
Energy above the lowest of the compared OMol25 structures with the same formula, charge and spin   373.4 kJ/mol
Frontier orbital gap (alpha / beta)   8.8 / 6.4 eV

Geometry as XYZ:
```
10
C3H3Cl3O (wB97M-V/def2-TZVPD)
C 0.13 -0.14 -0.35
C -0.89 -0.82 0.56
C 1.88 -0.21 -0.25
O -1.27 -0.28 1.68
Cl -1.03 -2.56 0.36
Cl 2.51 0.54 1.17
Cl 2.18 -1.90 -0.32
H 0.25 -0.45 -1.43
H 0.05 0.90 -0.32
H -1.17 0.69 1.59
```



# 12
An isolated molecule of C3H3ClF2 at a distorted geometry, computed with wB97M-V/def2-TZVPD.

Values from the calculation:
Maximum force   8.1 eV/Å
Electronic energy   -21114.674 eV
Lowest unoccupied orbital energy   0.602 eV
Energy above the lowest of the compared OMol25 structures with the same formula, charge and spin   181.6 kJ/mol
Frontier orbital gap   11.0 eV
SMILES   C=CC(F)(F)Cl

Geometry as XYZ:
```
9
C3H3ClF2 (wB97M-V/def2-TZVPD)
C 0.19 0.11 0.35
C 1.07 -0.44 -0.67
C 0.86 -1.04 -1.94
H 2.01 -0.49 -0.29
H 1.74 -1.28 -2.39
H -0.18 -1.57 -2.40
F 0.24 -0.64 1.31
F 0.61 1.33 0.80
Cl -1.41 0.31 -0.02
```



Copy entry 4 word for word.
A structure of composition C3H3CeFO2 at a distorted geometry, computed with wB97M-V/def2-TZVPD.

Values from the calculation:
Maximum force   2.7 eV/Å
Electronic energy   -22878.404 eV
Lowest unoccupied orbital energy (alpha / beta)   -9.727 / -9.750 eV
Energy above the lowest of the compared OMol25 structures with the same formula, charge and spin   0.0 kJ/mol
Frontier orbital gap (alpha / beta)   7.0 / 8.4 eV
Net charge   +2
Multiplicity   3

Geometry as XYZ:
```
10
C3H3CeFO2 (wB97M-V/def2-TZVPD)
H -0.86 1.48 -1.03
F 1.73 -1.37 0.36
O 1.11 0.43 -0.94
O -0.20 0.62 0.92
C 0.82 -0.92 -0.53
C -0.54 -0.47 0.03
C -0.14 0.84 -0.50
H 0.77 -1.59 -1.39
H -1.47 -1.01 0.19
Ce -1.22 2.00 2.90
```